{"formula": "C6H7OPS", "method": "ωB97M-V with the def2-TZVPD basis set", "spin_multiplicity": 1, "largest_force_ev_per_a": 5.8, "relative_energy_kj_mol": 59.1, "homo_lumo_gap_ha": 0.3112, "species": ["S", "C", "H", "H", "O", "H", "C", "C", "C", "H", "C", "H", "C", "H", "H", "P"], "positions_angstrom": [[-3.46759, 0.11601, 0.89923], [0.02424, 1.51989, -0.34200], [1.97391, 2.22469, 0.17106], [-3.57607, -1.20797, 0.91005], [-0.74405, -2.31224, -0.37451], [-2.88137, 1.54841, -1.16519], [1.35347, -1.14993, 0.15003], [-0.85432, 0.53175, -0.50397], [1.97341, 0.12884, 0.27804], [-0.30297, 2.54384, -0.50468], [0.07169, -1.28977, -0.18658], [1.96924, -2.02847, 0.33819], [1.38222, 1.32892, 0.05141], [-0.28844, -3.15621, -0.25244], [3.01231, 0.12145, 0.57701], [-2.52842, 0.20036, -0.99134]], "forces_ev_per_a": [[-0.148, 0.163, 0.274], [-0.293, 0.042, -0.071], [0.100, 0.022, 0.040], [-0.080, -0.309, -0.009], [-0.038, -0.330, 0.037], [-0.099, 0.270, -0.158], [0.156, -0.714, 0.091], [2.470, -4.782, 0.703], [-0.147, 0.528, -0.092], [-0.099, 0.002, -0.002], [-2.371, 5.206, -0.847], [-0.058, -0.034, -0.007], [0.533, -0.158, 0.122], [0.086, -0.056, 0.035], [0.064, 0.057, 0.011], [-0.075, 0.092, -0.128]]}

***

{"formula": "C6H7P", "method": "ωB97M-V with the def2-TZVPD basis set", "spin_multiplicity": 1, "largest_force_ev_per_a": 6.4, "relative_energy_kj_mol": 578.3, "homo_lumo_gap_ha": 0.3845, "species": ["C", "H", "C", "C", "C", "H", "C", "P", "H", "C", "H", "H", "H", "H"], "positions_angstrom": [[-3.52524, -0.62054, 0.18171], [0.38638, -0.13767, 1.67218], [1.89377, -0.36395, 0.18603], [-0.77722, 0.31243, -0.82811], [2.70682, -1.06378, -0.32886], [0.86071, 1.89219, -0.84857], [-2.39020, -0.39122, -0.09853], [-0.04564, 1.68692, 0.14058], [-1.02256, 0.42649, -1.80492], [1.12878, 0.44817, 1.09158], [-0.05824, -0.46170, -0.95879], [-4.39099, -1.06085, 0.60788], [1.73842, 1.07013, 1.80916], [3.49521, -1.73662, -0.82131]], "forces_ev_per_a": [[-0.748, -0.799, 0.740], [0.613, 0.125, -0.188], [0.228, 0.368, 1.387], [-3.399, -2.007, 3.515], [2.539, -2.268, -1.979], [0.971, 0.499, -1.023], [5.380, 2.420, -2.393], [-0.343, -1.231, 1.293], [-1.416, 1.350, -2.790], [-1.434, 1.840, 0.567], [0.292, -1.173, 0.767], [-0.357, 0.190, -0.122], [-0.408, -0.891, -0.814], [-1.918, 1.577, 1.039]]}

***

{"formula": "C6H8", "method": "ωB97M-V with the def2-TZVPD basis set", "spin_multiplicity": 1, "largest_force_ev_per_a": 4.8, "relative_energy_kj_mol": 361.5, "homo_lumo_gap_ha": 0.3917, "species": ["H", "H", "H", "H", "H", "C", "C", "C", "C", "H", "C", "H", "C", "H"], "positions_angstrom": [[0.85549, 1.48350, 0.58235], [1.75714, 0.20026, -3.21190], [-1.98580, 1.45872, 0.86499], [-1.27302, -0.78814, -2.42072], [0.58121, 1.05535, 2.28030], [-0.31256, -0.40257, -2.76410], [0.75079, 0.08950, -3.10831], [-0.98941, -0.54172, 0.41552], [0.52482, -0.61135, 0.79210], [1.13289, -0.85526, -0.07319], [0.34691, 0.87491, 1.24941], [-1.58432, -1.20694, -0.01166], [-1.13959, 0.72471, 0.79594], [0.72091, -1.35903, 1.59754]], "forces_ev_per_a": [[1.221, 1.587, -0.910], [2.059, 0.718, -0.554], [0.866, -0.941, -0.268], [0.808, 0.445, -0.467], [-0.014, 0.314, 0.463], [1.067, 0.818, -0.387], [-3.894, -1.955, 1.324], [3.408, 2.827, 1.917], [-1.902, -1.002, 0.399], [0.402, 0.343, 0.019], [-1.663, -1.720, -0.441], [-2.658, -2.886, -1.758], [0.303, 0.785, 1.140], [-0.004, 0.667, -0.477]]}

***

{"formula": "C6H8", "method": "ωB97M-V with the def2-TZVPD basis set", "spin_multiplicity": 1, "largest_force_ev_per_a": 0.2, "relative_energy_kj_mol": 52.8, "homo_lumo_gap_ha": 0.3687, "species": ["H", "C", "C", "H", "H", "H", "H", "H", "C", "C", "C", "C", "H", "H"], "positions_angstrom": [[-0.41062, 0.60948, -1.92461], [1.03472, 0.83242, -0.19395], [-0.30047, 0.46360, -0.85364], [-1.40382, 0.98593, 1.00224], [2.33296, -0.50660, 1.14581], [0.34181, -2.17091, 1.25647], [-1.29166, -1.58041, -0.77507], [-2.48856, 0.54113, -0.39509], [-0.76032, -0.82266, -0.20569], [0.36667, -1.25295, 0.67656], [1.38525, -0.39410, 0.62563], [-1.49851, 0.47041, 0.04914], [0.89963, 1.67980, 0.49356], [1.80668, 1.13554, -0.90911]], "forces_ev_per_a": [[-0.084, 0.064, 0.213], [0.018, 0.035, -0.035], [0.064, 0.076, -0.118], [0.050, -0.219, -0.047], [-0.219, 0.076, 0.056], [0.053, 0.114, -0.109], [0.091, 0.109, 0.052], [0.205, 0.052, 0.014], [-0.008, -0.213, -0.075], [0.098, 0.104, -0.017], [-0.148, -0.046, 0.111], [-0.108, 0.060, 0.103], [0.080, -0.026, -0.178], [-0.092, -0.185, 0.029]]}

***

{"formula": "C6H8", "method": "ωB97M-V with the def2-TZVPD basis set", "spin_multiplicity": 1, "largest_force_ev_per_a": 2.3, "relative_energy_kj_mol": 402.2, "homo_lumo_gap_ha": [0.3093, 0.3093], "species": ["H", "H", "H", "C", "H", "H", "H", "C", "C", "H", "C", "H", "C", "C"], "positions_angstrom": [[0.33852, 0.83928, -1.96290], [2.76154, -0.29613, 0.56531], [-0.83769, -1.52953, -0.37892], [-0.98683, -0.58652, -0.89900], [-0.32189, 1.03752, 2.26941], [1.50403, -1.51240, 0.00817], [-2.68148, 0.11422, 0.72761], [0.22436, 0.21650, -1.07232], [1.73748, -0.47362, 0.18325], [1.23651, 1.55255, 0.25316], [-0.53267, 0.62888, 1.26947], [-1.57704, -0.77059, -1.82752], [0.73491, 0.58383, 0.25296], [-1.59976, 0.19601, 0.61132]], "forces_ev_per_a": [[0.452, -0.315, 0.414], [-0.453, 0.174, -1.073], [0.310, -0.378, -0.344], [-0.697, 0.670, 1.628], [-0.721, -0.268, -0.571], [-0.426, 0.006, 0.413], [0.539, 0.105, 0.540], [1.014, -0.168, 0.417], [-0.397, -0.083, -0.522], [0.005, -0.008, 0.186], [0.810, -0.200, -1.391], [0.048, 0.497, 1.000], [-1.265, 0.721, 1.347], [0.781, -0.752, -2.044]]}

***

{"formula": "C6H8", "method": "ωB97M-V with the def2-TZVPD basis set", "spin_multiplicity": 1, "largest_force_ev_per_a": 4.5, "relative_energy_kj_mol": 242.6, "homo_lumo_gap_ha": 0.3753, "species": ["H", "H", "C", "H", "C", "H", "C", "C", "H", "H", "H", "C", "H", "C"], "positions_angstrom": [[-0.86810, 1.73824, 0.77505], [1.43570, -1.02181, 1.32777], [1.38072, -0.10976, 0.76128], [-1.08043, -2.14155, 0.01574], [1.49126, -0.16059, -0.77199], [1.78503, 0.76295, -1.32838], [-0.98742, -1.07327, -0.06212], [-1.92852, -0.12093, 0.08517], [1.40289, 0.87136, 1.29213], [1.84313, -0.97011, -1.25282], [-2.97423, -0.34830, 0.01393], [0.18530, -0.12766, -0.04752], [-0.79852, 1.71207, -0.80233], [-0.88682, 0.98936, -0.00590]], "forces_ev_per_a": [[0.211, -0.429, 1.218], [0.905, -0.058, 0.301], [0.071, 0.785, 0.597], [0.155, -0.370, -0.324], [-0.804, 4.159, 1.464], [-0.257, -0.666, 0.837], [-0.036, 0.420, 1.089], [1.496, -1.135, -1.465], [0.859, -1.096, -0.332], [0.873, -3.042, -1.192], [-0.529, 0.853, 0.358], [-2.403, -0.022, -1.186], [-0.610, -0.372, -1.323], [0.068, 0.971, -0.045]]}

***

{"formula": "C6H8", "method": "ωB97M-V with the def2-TZVPD basis set", "spin_multiplicity": 1, "largest_force_ev_per_a": 1.0, "relative_energy_kj_mol": 78.2, "homo_lumo_gap_ha": 0.3637, "species": ["C", "C", "H", "H", "C", "H", "C", "H", "C", "H", "H", "H", "C", "H"], "positions_angstrom": [[0.99927, -1.09761, 0.02389], [-1.33468, -0.08870, 0.32215], [1.21605, -0.97276, 1.08412], [-0.64658, -1.38552, -1.40039], [0.50403, 1.38061, -0.00126], [-2.26967, 0.11957, -0.22317], [0.84513, 0.17879, -0.81517], [-1.60344, -0.69476, 1.19265], [-0.58423, 1.15110, 0.74936], [1.41166, 0.28359, -1.73542], [1.41157, -2.01723, -0.38387], [1.08402, 2.29803, 0.04671], [-0.32358, -0.76430, -0.57494], [-0.70956, 1.60921, 1.71534]], "forces_ev_per_a": [[0.169, -0.069, -0.008], [0.062, -0.096, 0.101], [-0.380, 0.084, -0.154], [-0.100, -0.047, 0.151], [-0.158, -0.336, 0.428], [0.263, 0.223, 0.237], [0.132, 0.025, -0.180], [0.013, -0.134, -0.142], [0.526, -0.080, -0.103], [-0.348, -0.178, -0.045], [0.427, 0.463, -0.230], [0.258, -0.366, 0.186], [-0.159, -0.184, -0.105], [-0.704, 0.695, -0.137]]}

***

{"formula": "C6H8", "method": "ωB97M-V with the def2-TZVPD basis set", "spin_multiplicity": 1, "largest_force_ev_per_a": 0.7, "relative_energy_kj_mol": 384.6, "homo_lumo_gap_ha": 0.3663, "species": ["C", "C", "H", "H", "C", "H", "C", "H", "H", "C", "H", "C", "H", "H"], "positions_angstrom": [[0.13103, -0.69269, 1.71749], [-0.61039, -0.90353, 0.71284], [-0.30892, 1.47668, 1.05169], [-2.02792, -2.30737, 0.06934], [0.24861, 0.62883, 0.66518], [0.72349, -0.13924, -1.40180], [1.67736, 0.94201, 0.26695], [-1.18392, -1.50700, -1.26181], [2.40399, 0.15312, 0.42735], [-1.61294, -1.35181, -0.26748], [0.29271, 1.63421, -1.32637], [0.67057, 0.76302, -0.80123], [2.03510, 1.94277, 0.49574], [-2.43876, -0.63900, -0.34788]], "forces_ev_per_a": [[-0.369, -0.372, -0.387], [0.349, 0.103, 0.419], [0.041, -0.159, -0.083], [0.125, 0.157, 0.030], [-0.141, 0.385, 0.016], [-0.026, 0.112, 0.100], [0.136, -0.031, 0.014], [-0.005, 0.057, 0.130], [-0.159, 0.063, -0.010], [0.008, 0.041, -0.024], [0.046, -0.103, 0.068], [0.026, -0.035, -0.282], [-0.141, -0.170, -0.009], [0.109, -0.049, 0.017]]}